# 1
Computed, not measured: a gas-phase ion, C4H11N2O (charge +1) in a non-equilibrium geometry, with ωB97M-V/def2-TZVPD.

Values from the calculation:
**Net charge**: +1
**Energy relative to the best compared isomer or geometry (same formula, charge and spin)**: 72.1 kcal/mol
**Total energy**: -9345.730 eV
**LUMO**: -0.111 Ha
**SMILES string**: C[N@H+]1CN[C@@]1(C)O
**Multiplicity**: 1

The geometry in XYZ format:
```
18
C4H11N2O (ωB97M-V/def2-TZVPD)
C 1.64 -1.13 0.21
N 0.66 -0.08 0.35
C 0.75 1.18 -0.45
N -0.34 0.80 -1.26
C -0.82 -0.21 -0.41
C -1.89 0.19 0.80
O -1.04 -1.46 -0.86
H 2.22 -0.92 -0.75
H 2.33 -1.11 1.01
H 1.09 -2.15 0.17
H 0.37 0.15 1.31
H 1.68 1.28 -1.01
H 0.40 1.94 0.21
H -0.86 1.64 -1.54
H -2.94 -0.18 0.48
H -1.92 1.21 1.02
H -1.74 -0.26 1.74
H -0.68 -1.34 -1.80
```


# 2
Computed, not measured: a single C4H4N2O2 molecule in a non-equilibrium geometry, with ωB97M-V/def2-TZVPD.

Values from the calculation:
**Net charge**: 0
**Energy relative to the best compared isomer or geometry (same formula, charge and spin)**: 124.0 kcal/mol
**Total energy**: -11283.164 eV
**LUMO**: -0.043 Ha
**SMILES string**: C=N/N=C/C(=O)C=O
**Multiplicity**: 1

The geometry in XYZ format:
```
12
C4H4N2O2 (ωB97M-V/def2-TZVPD)
C -1.82 -1.44 -2.52
N -1.51 -1.49 -1.17
N -0.35 -0.66 -0.88
C -0.18 -0.45 0.38
C 0.97 0.33 0.88
O 2.07 -0.24 0.65
C 0.99 1.73 1.28
O -0.08 2.21 1.60
H -1.18 -1.06 -3.52
H -2.77 -2.01 -2.66
H -0.73 -1.01 1.25
H 1.94 2.44 1.09
```


# 3
Computed, not measured: a molecular structure, C40H43Cl2N4O4Pd in a non-equilibrium geometry, with ωB97M-V/def2-TZVPD.

Values from the calculation:
**Net charge**: -1
**Energy relative to the best compared isomer or geometry (same formula, charge and spin)**: 0.0 kcal/mol
**Total energy**: -84858.447 eV
**LUMO (spin up / spin down)**: 0.087 / 0.087 Ha
**Multiplicity**: 1

The geometry in XYZ format:
```
94
C40H43Cl2N4O4Pd (ωB97M-V/def2-TZVPD)
Pd -0.05 -0.26 0.22
C -3.01 0.56 -2.70
C -3.29 -0.90 -2.32
C -2.05 -1.78 -2.59
C -3.78 -1.16 -0.90
C -4.83 -2.07 -0.75
C -5.27 -2.47 0.50
C -4.65 -1.97 1.62
C -3.61 -1.05 1.52
C -2.96 -0.51 2.78
C -2.70 -1.61 3.80
C -3.84 0.60 3.38
C -3.18 -0.63 0.25
N -2.11 0.30 0.10
C -2.35 1.61 0.16
O -3.41 2.20 0.37
C -1.12 2.38 -0.18
C -1.08 3.76 -0.27
C 0.10 4.36 -0.66
C 1.22 3.59 -0.92
C 1.12 2.22 -0.79
N -0.04 1.65 -0.46
C 2.28 1.28 -0.95
O 3.34 1.70 -1.41
N 1.96 0.06 -0.53
C 2.97 -0.93 -0.38
C 2.89 -2.09 -1.17
C 3.90 -3.04 -1.08
C 4.97 -2.87 -0.22
C 4.99 -1.76 0.61
C 4.00 -0.79 0.56
C 4.00 0.34 1.56
C 5.22 1.24 1.40
C 3.89 -0.22 2.98
C 1.74 -2.25 -2.15
C 1.30 -3.71 -2.32
C 2.12 -1.63 -3.50
H -3.11 0.69 -3.78
H -1.99 0.84 -2.42
H -3.70 1.24 -2.20
H -4.09 -1.25 -2.98
H -1.29 -1.58 -1.83
H -1.62 -1.56 -3.58
H -2.30 -2.84 -2.53
H -5.30 -2.47 -1.65
H -6.09 -3.17 0.59
H -4.98 -2.29 2.60
H -2.01 -0.07 2.50
H -3.63 -2.05 4.18
H -2.15 -1.20 4.66
H -2.09 -2.40 3.37
H -4.81 0.19 3.70
H -4.02 1.39 2.65
H -3.36 1.04 4.27
H -1.99 4.31 -0.04
H 0.16 5.44 -0.75
H 2.18 4.00 -1.23
H 3.85 -3.93 -1.71
H 5.76 -3.61 -0.17
H 5.81 -1.65 1.33
H 3.11 0.94 1.39
H 6.15 0.68 1.59
H 5.19 2.08 2.11
H 5.26 1.65 0.39
H 4.81 -0.76 3.26
H 3.05 -0.92 3.03
H 3.73 0.58 3.71
H 0.90 -1.69 -1.76
H 1.98 -4.26 -2.98
H 0.30 -3.74 -2.77
H 1.26 -4.22 -1.36
H 2.99 -2.16 -3.92
H 2.39 -0.58 -3.38
H 1.29 -1.71 -4.22
N 0.53 1.18 2.37
C 0.40 0.83 3.45
C 0.24 0.30 4.79
C -0.61 0.97 5.68
C -0.76 0.48 6.97
C -0.07 -0.66 7.37
C 0.75 -1.33 6.47
C 0.91 -0.85 5.18
H -1.14 1.85 5.35
H -1.42 0.99 7.66
H -0.19 -1.04 8.38
H 1.27 -2.23 6.77
H 1.54 -1.36 4.46
Cl 2.16 -4.64 1.71
C 0.49 -4.09 1.96
Cl 0.05 -4.20 3.69
C 0.33 -2.64 1.46
O 1.12 -1.78 1.86
O -0.63 -2.44 0.65
H -0.16 -4.75 1.42
```


# 4
Computed, not measured: a molecular structure, C11H17BiBr2N2O2, with ωB97M-V/def2-TZVPD.

Values from the calculation:
**Net charge**: +2
**Energy relative to the best compared isomer or geometry (same formula, charge and spin)**: 0.0 kcal/mol
**Total energy**: -164667.674 eV
**LUMO**: -0.287 Ha
**Multiplicity**: 1

The geometry in XYZ format:
```
35
C11H17BiBr2N2O2 (ωB97M-V/def2-TZVPD)
Bi -0.52 -0.10 0.01
N -1.16 -2.39 -0.23
C -1.21 -2.92 -1.62
C 0.17 -2.96 -2.26
C 0.79 -1.62 -2.60
N 1.18 -0.82 -1.39
H -0.47 -2.91 0.32
H -2.05 -2.56 0.23
H -1.89 -2.30 -2.20
H -1.63 -3.93 -1.60
H 0.08 -3.52 -3.19
H 0.86 -3.55 -1.64
H 0.11 -1.01 -3.20
H 1.70 -1.77 -3.19
H 1.74 -0.02 -1.69
H 1.79 -1.37 -0.78
Br 1.36 2.44 0.35
C 0.08 3.40 1.46
Br -1.17 2.18 2.27
H -0.45 4.11 0.84
H 0.65 3.88 2.25
O 1.98 -0.45 3.16
C 0.89 -0.73 2.78
O 0.71 -0.86 1.39
C -0.30 -0.97 3.63
C -0.08 -0.92 5.01
C -1.13 -1.10 5.89
C -2.41 -1.33 5.41
C -2.64 -1.38 4.04
C -1.59 -1.21 3.16
H 0.92 -0.74 5.37
H -0.95 -1.07 6.96
H -3.23 -1.47 6.10
H -3.64 -1.55 3.67
H -1.81 -1.27 2.10
```


# 5
Computed, not measured: a single C5H4N2 molecule in a non-equilibrium geometry, with ωB97M-V/def2-TZVPD.

Values from the calculation:
**Net charge**: 0
**Energy relative to the best compared isomer or geometry (same formula, charge and spin)**: 121.2 kcal/mol
**Total energy**: -8224.238 eV
**LUMO (spin up / spin down)**: -0.049 / -0.054 Ha
**Multiplicity**: 1

The geometry in XYZ format:
```
11
C5H4N2 (ωB97M-V/def2-TZVPD)
C -1.57 1.81 -1.22
C -0.94 0.90 -0.74
C -0.15 -0.12 -0.18
C 0.16 -0.19 1.17
N 1.31 -0.66 1.53
N 1.77 -1.39 -0.45
C 0.72 -0.92 -0.99
H -2.16 2.59 -1.64
H -0.62 0.09 1.88
H 1.34 -0.91 2.54
H 0.47 -1.09 -2.06
```


# 6
Computed, not measured: a molecular structure, C22H30AsN3O10S2Zn in a non-equilibrium geometry, with ωB97M-V/def2-TZVPD.

Values from the calculation:
**Net charge**: 0
**Energy relative to the best compared isomer or geometry (same formula, charge and spin)**: 28.7 kcal/mol
**Total energy**: -179176.669 eV
**LUMO**: -0.020 Ha
**Multiplicity**: 1

The geometry in XYZ format:
```
69
C22H30AsN3O10S2Zn (ωB97M-V/def2-TZVPD)
Zn 1.58 1.94 -1.85
O 3.93 -1.38 -3.79
C 3.80 -0.16 -3.26
O 3.69 0.83 -3.93
C 3.87 -0.17 -1.77
C 4.62 -1.14 -1.10
C 4.76 -1.03 0.27
C 4.09 -0.03 0.94
C 3.26 0.82 0.20
N 3.21 0.78 -1.13
C 2.30 1.78 0.82
O 2.29 1.95 2.14
O 1.63 2.53 0.13
H 3.84 -1.33 -4.75
H 5.08 -1.94 -1.65
H 5.37 -1.72 0.83
H 4.19 0.08 2.01
H 2.70 1.21 2.61
O 0.77 4.12 -4.79
As 2.08 2.98 -4.45
O 1.02 1.42 -4.06
O 2.33 3.26 -2.84
C -0.22 1.21 -4.48
C -0.58 1.33 -5.83
C -1.89 1.11 -6.22
C -2.86 0.76 -5.28
C -2.50 0.62 -3.95
C -1.20 0.84 -3.56
S -0.68 0.90 -1.86
O 0.61 0.18 -1.74
O -1.70 0.37 -0.99
O -0.39 2.33 -1.65
H 0.39 4.40 -3.95
H 0.20 1.62 -6.53
H -2.15 1.21 -7.26
H -3.88 0.61 -5.60
H -3.22 0.35 -3.19
C 1.31 -1.55 4.53
C 1.48 -2.89 3.84
C 0.17 -3.51 3.35
C -0.36 -2.92 2.04
N -0.93 -1.60 2.19
C -0.43 -0.48 1.65
S 1.11 -0.52 0.96
N -1.06 0.68 1.79
C -2.22 0.90 2.63
C -3.57 0.39 2.09
C -4.61 0.38 3.20
C -5.97 -0.13 2.74
H 2.26 -1.23 4.96
H 0.58 -1.61 5.34
H 0.99 -0.79 3.82
H 1.94 -3.59 4.54
H 2.15 -2.77 2.99
H -0.59 -3.43 4.13
H 0.34 -4.57 3.16
H -1.14 -3.58 1.65
H 0.45 -2.86 1.32
H -1.84 -1.55 2.61
H -0.82 1.41 1.13
H -2.29 1.97 2.81
H -2.02 0.42 3.60
H -3.45 -0.61 1.67
H -3.89 1.04 1.27
H -4.73 1.39 3.59
H -4.26 -0.25 4.02
H -6.37 0.49 1.94
H -6.68 -0.12 3.57
H -5.90 -1.15 2.37
```